(1)
{
  "formula": "C40H31Cl2IrN2O4P2S",
  "method": "the ωB97M-V functional and the def2-TZVPD basis",
  "elements": ["Ir", "Cl", "C", "C", "C", "Cl", "C", "O", "C", "C", "O", "C", "H", "H", "H", "C", "N", "P", "C", "C", "C", "C", "C", "C", "C", "C", "C", "C", "C", "C", "P", "C", "C", "C", "C", "C", "C", "C", "C", "C", "C", "C", "C", "H", "H", "H", "H", "H", "H", "H", "H", "H", "H", "H", "H", "H", "H", "H", "H", "H", "H", "H", "H", "H", "H", "H", "S", "C", "N", "O", "C", "O", "C", "C", "C", "C", "C", "C", "H", "H", "H", "H", "H"],
  "coordinates": [[10.350182, 8.326758, 13.070899], [6.533585, 10.963158, 18.815059], [7.214360, 10.641029, 17.266059], [7.497476, 11.666052, 16.373594], [8.036105, 11.402138, 15.125112], [8.360749, 12.752771, 14.083973], [8.382270, 10.093319, 14.726454], [8.934027, 9.823142, 13.586667], [8.132792, 9.079176, 15.692189], [8.401024, 7.674577, 15.456472], [9.019254, 7.152455, 14.547735], [7.525346, 9.344356, 16.917418], [7.297318, 12.692365, 16.648184], [8.039090, 7.014346, 16.261761], [7.328238, 8.529860, 17.602999], [11.003297, 12.093204, 11.690464], [10.314273, 10.996721, 10.981609], [11.074694, 9.496987, 11.036895], [10.771249, 8.512190, 9.564186], [11.030559, 7.147278, 9.676219], [10.947487, 6.332907, 8.550223], [10.629836, 6.896410, 7.318866], [10.379541, 8.247076, 7.218485], [10.443588, 9.052189, 8.344639], [12.816726, 9.861401, 10.779511], [13.788090, 9.219054, 11.530823], [15.116480, 9.355737, 11.172627], [15.467124, 10.142062, 10.091137], [14.493727, 10.811957, 9.368204], [13.165694, 10.634996, 9.695008], [8.530768, 11.159795, 11.175792], [8.175475, 12.382648, 9.897733], [9.045113, 12.770777, 8.906944], [8.637996, 13.701039, 7.962763], [7.360512, 14.227407, 8.015691], [6.491992, 13.840712, 9.031899], [6.910123, 12.947535, 9.995275], [7.877304, 9.645273, 10.423011], [7.578104, 8.481901, 11.354441], [6.942346, 7.252911, 10.656246], [6.719350, 7.300662, 9.189308], [7.053459, 8.372978, 8.477849], [7.608656, 9.538304, 9.116660], [11.992831, 12.248848, 11.271429], [11.097228, 11.889597, 12.757176], [10.410645, 12.994362, 11.560699], [11.264123, 6.711454, 10.644556], [11.116258, 5.263002, 8.610606], [10.586201, 6.265968, 6.437500], [10.119604, 8.702294, 6.264504], [10.224700, 10.114146, 8.257797], [13.519846, 8.586666, 12.362143], [15.865246, 8.838262, 11.752887], [16.517383, 10.273125, 9.833211], [14.763643, 11.460671, 8.532713], [12.380703, 11.140484, 9.129949], [10.038103, 12.346007, 8.855613], [9.310094, 13.983008, 7.167947], [7.016797, 14.944937, 7.277159], [5.501733, 14.271738, 9.078305], [6.258290, 12.636157, 10.812670], [7.058126, 8.852321, 12.233712], [6.063212, 6.864022, 11.165855], [6.324312, 6.399325, 8.744997], [6.935931, 8.396233, 7.396423], [7.848795, 10.362041, 8.448691], [8.716072, 4.963713, 10.891503], [8.237790, 6.529798, 11.125276], [8.736338, 7.600758, 11.728457], [12.148658, 7.901183, 14.302463], [12.343537, 9.099669, 14.708424], [11.608334, 10.008906, 14.293387], [13.400578, 9.389781, 15.733640], [13.520789, 10.684963, 16.218329], [14.431267, 10.962463, 17.228153], [15.226496, 9.962642, 17.742373], [15.117531, 8.663507, 17.260671], [14.193819, 8.376156, 16.269010], [12.894871, 11.475592, 15.826636], [14.538989, 11.968974, 17.614689], [15.945991, 10.192675, 18.516237], [15.738292, 7.882956, 17.656861], [14.077859, 7.368674, 15.905290]],
  "forces_ev_per_angstrom": [[-0.232, -0.330, -0.409], [-0.156, 0.206, 0.238], [0.295, -0.600, -0.229], [-0.032, 0.120, -0.308], [0.000, 0.334, 0.234], [0.004, -0.045, 0.318], [0.472, -0.629, 0.314], [-0.141, 0.459, -0.050], [-0.372, -0.258, -0.237], [0.088, 0.167, 0.714], [0.261, -0.352, -0.268], [-0.081, 0.476, 0.234], [-0.039, 0.013, -0.014], [-0.148, -0.040, -0.069], [-0.027, 0.022, 0.010], [-0.099, -0.195, 0.191], [-0.682, -0.108, -0.585], [-0.176, -0.008, 0.587], [0.094, -0.299, 0.248], [-0.040, -0.163, -0.202], [0.062, 0.156, -0.055], [0.162, -0.491, 0.034], [-0.187, 0.583, -0.229], [-0.060, 0.488, -0.634], [-0.164, -0.413, 0.401], [-0.043, -0.005, -0.123], [0.129, -0.105, 0.118], [0.575, 0.251, 0.038], [0.083, 0.208, -0.491], [-0.098, 0.702, -0.422], [0.340, -0.027, 0.314], [0.138, -0.360, 0.271], [0.159, 0.263, -0.487], [0.014, 0.021, -0.175], [-0.267, 0.103, -0.040], [-0.094, 0.314, -0.028], [-0.186, -0.155, -0.041], [0.392, -0.384, 0.062], [0.100, -0.012, -0.579], [0.294, -0.153, 0.472], [0.216, -0.117, 0.165], [-0.289, -0.537, -0.412], [0.262, 0.674, 0.010], [0.017, 0.115, -0.043], [0.008, 0.009, 0.083], [0.015, 0.166, -0.039], [-0.030, -0.005, -0.116], [0.001, 0.150, 0.181], [-0.051, 0.038, 0.059], [0.055, -0.162, 0.119], [0.081, -0.149, 0.038], [-0.104, -0.069, 0.131], [0.159, 0.000, -0.011], [-0.226, -0.086, 0.022], [-0.022, -0.235, 0.233], [0.225, -0.137, 0.026], [0.063, -0.055, 0.046], [0.105, 0.129, -0.098], [0.131, -0.079, 0.027], [-0.072, -0.003, 0.008], [0.053, 0.149, -0.167], [-0.053, -0.071, 0.195], [-0.032, -0.102, 0.107], [-0.056, -0.032, -0.178], [-0.063, -0.051, 0.196], [-0.094, 0.058, 0.182], [0.123, 0.490, 0.322], [-0.919, -0.880, -0.701], [0.447, 1.133, 0.627], [-0.167, -0.335, -0.117], [0.340, -0.114, 0.639], [-0.170, 0.497, -0.299], [-0.252, -0.180, -0.104], [0.048, 0.228, 0.144], [-0.103, 0.357, -0.144], [0.290, -0.371, 0.079], [-0.256, 0.247, -0.152], [-0.009, 0.061, -0.107], [-0.042, -0.093, -0.094], [-0.110, -0.007, -0.073], [0.015, -0.014, 0.054], [0.169, -0.229, 0.136], [-0.037, -0.147, -0.097]],
  "mulliken_charge": [3.46, -0.23, 0.06, -0.77, 0.68, -0.19, -0.95, 0.47, 1.44, -0.45, -0.56, -1.26, 0.49, 0.23, 0.38, -1.06, 0.75, -1.31, 1.71, -1.27, -0.58, -0.69, -0.77, -0.41, 1.41, -0.71, -0.73, -0.66, -0.80, -0.19, -0.27, 0.41, 0.32, -0.81, -0.51, -0.76, -0.53, 0.00, -0.58, 0.14, -0.87, -0.76, -0.09, 0.48, -0.05, 0.48, 0.34, 0.50, 0.39, 0.46, 0.12, 0.52, 0.47, 0.36, 0.45, 0.18, 0.24, 0.43, 0.37, 0.41, 0.40, 0.36, 0.52, 0.43, 0.44, 0.44, -0.30, -0.27, -0.55, -0.85, 0.73, -0.69, 0.27, -0.26, -0.67, -0.37, -0.70, -0.37, 0.45, 0.40, 0.39, 0.42, 0.49],
  "lumo_ha": [-0.0113, -0.0901],
  "spin_multiplicity": 5,
  "total_energy_ha": -4058.834999,
  "homo_lumo_gap_ha": [0.2448, 0.1868],
  "s2": 6.016,
  "total_charge": 0,
  "e_above_lowest_kcal_mol": 41.0
}


(2)
{
  "formula": "C40H31F4N6ReS2Se2",
  "method": "the ωB97M-V functional and the def2-TZVPD basis",
  "elements": ["Re", "C", "N", "C", "C", "C", "N", "C", "C", "F", "C", "F", "C", "C", "F", "C", "F", "H", "H", "H", "H", "H", "H", "H", "H", "H", "H", "H", "Se", "Se", "C", "C", "C", "C", "C", "N", "C", "C", "C", "C", "C", "N", "H", "H", "H", "H", "H", "H", "H", "H", "S", "C", "C", "C", "C", "C", "C", "N", "C", "C", "C", "C", "C", "C", "C", "C", "N", "C", "C", "C", "C", "C", "S", "C", "H", "H", "H", "H", "H", "H", "H", "H", "H", "H", "H", "H"],
  "coordinates": [[1.192250, -0.121056, 0.286846], [3.928054, 0.925147, -1.219876], [2.656501, 0.233898, -1.537510], [3.004427, -1.050146, -2.195179], [1.895747, 1.081904, -2.507063], [0.978259, 2.054442, -1.775272], [0.203262, 1.209165, -0.878152], [-1.125829, 1.096980, -0.989803], [-1.306854, -1.605884, -0.786495], [-0.602676, -2.124631, 0.305533], [-2.654209, -2.321834, -0.864856], [-2.679503, -3.629322, -0.740356], [-3.683525, -1.504367, -1.089257], [-3.548136, 1.297989, -1.183805], [-4.279788, 1.776428, -2.241070], [-2.164939, 1.962109, -1.225362], [-2.032967, 3.239789, -1.455652], [4.502191, 1.085384, -2.135111], [3.739915, 1.894143, -0.760487], [4.526928, 0.314434, -0.551064], [3.577106, -0.864148, -3.107164], [3.617777, -1.652732, -1.527234], [2.101835, -1.600107, -2.455560], [2.583620, 1.621762, -3.159818], [1.275797, 0.432503, -3.121435], [1.558402, 2.789618, -1.211366], [0.342899, 2.587838, -2.481332], [-4.715980, -1.794429, -1.223609], [4.377799, 0.360162, 2.086841], [3.105122, -0.868983, 3.545241], [2.605020, -2.264140, 2.312161], [2.888624, -3.562575, 2.693395], [2.649381, -4.601555, 1.806259], [2.145755, -4.290861, 0.552557], [1.876279, -2.975075, 0.251214], [2.076601, -1.948482, 1.111962], [3.150988, 1.826698, 1.816126], [3.612100, 3.082213, 2.179720], [2.759320, 4.172864, 2.131620], [1.430204, 3.944975, 1.793956], [1.043051, 2.678447, 1.423507], [1.895932, 1.627985, 1.358264], [3.319007, -3.746860, 3.668043], [2.876315, -5.623987, 2.077979], [1.956921, -5.058225, -0.184730], [1.448526, -2.731968, -0.712990], [4.630568, 3.182589, 2.530261], [3.107286, 5.163449, 2.393687], [0.699353, 4.741492, 1.807505], [0.011635, 2.492807, 1.163113], [-2.715455, 0.275019, 6.282678], [-1.701557, 0.255641, 7.637115], [-0.378269, 0.165301, 7.299760], [-0.187460, 0.105804, 5.909196], [-1.362684, 0.149237, 5.192438], [-1.556728, 0.142158, 3.757763], [-0.476150, 0.018594, 2.880609], [-0.614823, -0.045021, 1.554642], [-1.839680, 0.046454, 0.985810], [-2.950831, 0.362309, 1.767579], [-4.203152, 0.905341, 1.239677], [-4.413270, 1.431141, 0.037314], [-3.060956, -0.157873, -1.395523], [-2.823260, -0.283863, -2.894194], [-1.787971, -0.746158, -3.633672], [-0.595885, -1.342108, -3.051193], [-0.373095, -1.711726, -1.847564], [-1.795506, -0.167070, -0.516343], [-1.834218, -0.707221, -5.097549], [-0.785312, -0.724948, -5.987145], [-1.186921, -0.625477, -7.333867], [-2.543945, -0.546722, -7.462772], [-3.340776, -0.601152, -5.968976], [-2.800472, 0.335684, 3.153383], [-2.117890, 0.307398, 8.631258], [0.417846, 0.143356, 8.028347], [0.794359, 0.035476, 5.460946], [0.531216, -0.031859, 3.267012], [-4.989899, 1.017073, 1.976499], [-5.348724, 1.938512, -0.169036], [-3.692056, 0.050196, -3.448136], [0.212224, -1.555457, -3.748641], [0.256850, -0.786310, -5.701296], [-0.508709, -0.613711, -8.173430], [-3.110011, -0.481392, -8.378978], [-3.673181, 0.507525, 3.772112]],
  "forces_ev_per_angstrom": [[0.126, 0.582, -0.148], [0.261, 0.133, 0.047], [-0.496, -0.198, 0.607], [0.119, -0.210, -0.151], [-0.230, 0.236, -0.080], [0.294, 0.020, -0.035], [-0.345, 0.336, -0.035], [0.125, -0.473, 0.129], [-0.365, 0.067, -0.356], [-0.075, -0.225, -0.002], [-0.158, 0.186, 0.110], [0.099, -0.047, -0.013], [-0.057, -0.041, 0.348], [0.003, -0.253, 0.113], [0.014, 0.073, -0.014], [-0.029, 0.206, -0.122], [-0.041, 0.124, -0.035], [-0.090, -0.028, -0.052], [-0.049, -0.017, -0.025], [-0.074, -0.013, -0.059], [-0.008, 0.075, 0.022], [-0.007, 0.046, 0.027], [0.013, 0.064, 0.055], [0.073, -0.096, -0.011], [0.056, -0.042, -0.024], [-0.043, -0.001, 0.033], [-0.013, -0.006, 0.002], [0.016, 0.001, -0.001], [0.000, 0.188, -0.085], [-0.150, -0.228, 0.072], [0.142, 0.244, 0.100], [-0.028, 0.071, 0.033], [-0.066, 0.049, -0.065], [0.064, -0.085, 0.055], [0.113, -0.135, -0.019], [0.053, -0.219, 0.103], [0.231, -0.229, 0.136], [0.005, -0.032, 0.002], [-0.129, -0.072, -0.027], [0.104, 0.055, 0.051], [-0.153, 0.114, 0.021], [-0.240, -0.512, -0.308], [0.029, -0.014, -0.015], [-0.012, 0.002, 0.021], [0.002, 0.021, -0.014], [0.046, 0.021, 0.072], [-0.011, 0.015, -0.003], [0.010, -0.009, 0.022], [-0.010, -0.017, 0.007], [0.047, -0.076, -0.079], [0.259, -0.065, -0.369], [0.231, -0.005, 0.089], [-0.152, 0.010, 0.201], [-0.016, -0.048, -0.282], [-0.312, 0.100, 0.606], [0.003, 0.020, -0.375], [-0.049, -0.004, 0.364], [0.647, 0.162, -0.265], [-0.422, -0.109, 0.026], [0.261, -0.039, 0.101], [-0.115, 0.027, -0.052], [-0.041, 0.028, 0.029], [-0.079, -0.376, -0.336], [0.420, 0.140, -0.115], [-0.440, 0.090, 0.202], [-0.030, -0.030, -0.014], [0.252, 0.043, 0.100], [0.266, 0.325, -0.019], [-0.356, -0.134, -0.581], [0.052, 0.018, 0.348], [-0.224, 0.047, -0.210], [0.299, -0.055, -0.215], [0.312, 0.004, 0.494], [0.141, -0.021, 0.005], [-0.044, 0.007, -0.029], [-0.004, -0.006, -0.007], [0.000, 0.009, -0.033], [0.043, -0.021, -0.067], [-0.017, 0.023, -0.029], [-0.011, -0.028, 0.019], [0.007, 0.095, -0.018], [0.003, 0.083, 0.023], [-0.004, -0.004, -0.009], [-0.002, -0.009, 0.009], [-0.032, 0.003, 0.033], [-0.015, 0.073, -0.032]],
  "mulliken_charge": [1.57, -1.33, -0.15, -1.17, -0.33, -0.95, 0.92, -0.51, 0.33, -0.40, -0.20, -0.34, -1.25, 2.02, -0.44, -0.29, -0.34, 0.47, 0.48, 0.26, 0.46, 0.40, 0.27, 0.60, 0.07, 0.25, 0.63, 0.59, 0.14, 0.15, 0.37, -0.89, -0.54, -1.10, 0.09, 0.19, -0.16, -0.78, -0.64, -0.75, 0.09, 0.98, 0.51, 0.48, 0.54, 0.41, 0.55, 0.49, 0.56, 0.11, -0.17, -0.34, -0.63, -0.22, 0.25, 0.55, -0.08, 0.50, -0.07, 1.36, -1.11, -1.25, 1.03, -1.98, 2.05, -1.40, 0.06, 0.96, -0.29, -0.43, -0.68, -0.41, -0.09, -1.71, 0.48, 0.43, 0.30, -0.56, 0.51, 0.50, 0.43, 0.84, 0.36, 0.42, 0.47, 0.54],
  "lumo_ha": [-0.3386, -0.3812],
  "spin_multiplicity": 4,
  "total_energy_ha": -7947.342602,
  "homo_lumo_gap_ha": [0.2061, 0.1630],
  "s2": 3.798,
  "total_charge": 3
}